Molecular formula: C5H8NPS
Method: DFT, wB97M-V/def2-TZVPD

The spin multiplicity is 3. The value obtained for the calculated total energy is -26921.35936 eV. Its charge is 0. Its HOMO energy (spin up / spin down) is -0.201 / -0.336 Ha. For the maximum force, the calculation gives 0.1142 Eh/bohr.

Each atom is followed by the atoms it is bonded to, with distances in Å.
CARTESIAN COORDINATES (ANGSTROEM)
1 C -2.83397 -1.41949 0.18974  C2 1.348, N6 1.401, H9 1.077
2 C -3.23426 -0.27900 -0.40620  C1 1.348, S8 1.744, H10 1.098
3 C -0.99472 -0.32077 0.28972  N6 1.282, S8 1.680
4 C 1.53612 1.51996 0.22437  C5 1.500, H11 1.045, H12 1.027, H13 1.121
5 C 1.12898 0.10561 0.51579  C4 1.500, P7 1.859, H14 1.177
6 N -1.47920 -1.48140 0.54019  C1 1.401, C3 1.282
7 P 1.95869 -1.20348 -0.50988  C5 1.859, H15 1.329, H16 1.486
8 S -1.98111 0.92457 -0.25751  C2 1.744, C3 1.680
9 H -3.31816 -2.36172 0.38291  C1 1.077
10 H -4.15803 0.08046 -0.87860  C2 1.098
11 H 1.19462 2.12787 1.00326  C4 1.045
12 H 2.55125 1.37080 0.18558  C4 1.027
13 H 0.95065 1.74205 -0.70529  C4 1.121
14 H 1.21092 -0.34484 1.60027  C5 1.177
15 H 1.57895 -0.66705 -1.66493  P7 1.329
16 H 0.98205 -2.30803 -0.32440  P7 1.486